ORCA calculation (ωB97M-V/def2-TZVPD) on a molecular structure, C4H7N3 in a non-equilibrium geometry.

Output
LUMO (alpha / beta) = 1.1 / 1.1 eV
frontier orbital gap (alpha / beta) = 8.0208 / 8.0219 eV

```
! wB97M-V def2-TZVPD RIJCOSX def2/J DEFGRID3
* xyz 0 1
C 2.30 0.09 0.23
N 1.19 -0.10 -0.69
C -0.04 0.05 -0.17
N -1.16 1.03 -1.19
N -2.20 0.40 -0.69
C -1.96 -0.54 0.23
C -0.71 -0.44 0.92
H 2.29 -0.71 0.99
H 3.24 0.06 -0.31
H 2.19 1.05 0.74
H 1.21 0.47 -1.53
H -3.17 0.67 -0.87
H -2.69 -1.31 0.38
H -0.49 -0.72 1.97
*
```

Atom charges from the natural (NBO) analysis, given in e for atoms 1 to 2:
1. C -0.4129
2. N -0.6151

***

ORCA calculation (ωB97M-V/def2-TZVPD) on a molecular structure, C4H7N3.

Output
LUMO = 0.8 eV
frontier orbital gap = 8.6385 eV

```
! wB97M-V def2-TZVPD RIJCOSX def2/J DEFGRID3
* xyz 0 1
N 1.76 -0.23 -1.41
C 0.57 -0.65 -0.82
C -0.14 0.40 -0.05
C -0.80 0.36 1.21
N -0.82 1.27 2.22
C -1.70 -0.44 0.64
N 0.08 -1.82 -0.99
H 2.02 -0.68 -2.27
H 1.97 0.76 -1.40
H -0.04 1.40 -0.49
H -1.74 1.37 2.62
H -0.36 2.15 2.01
H -1.50 -1.45 0.27
H 0.69 -2.41 -1.55
*
```

Atom charges from the natural (NBO) analysis, given in e for atoms 1 to 2:
1. N -0.8222
2. C 0.4315

***

ORCA calculation (ωB97M-V/def2-TZVPD) on a molecular structure, C4H7N3 in a non-equilibrium geometry.

Output
LUMO = 0.0 eV
frontier orbital gap = 8.0096 eV

```
! wB97M-V def2-TZVPD RIJCOSX def2/J DEFGRID3
* xyz 0 1
C -2.64 0.64 -0.14
C -1.21 0.35 -0.47
C 0.18 -1.39 0.11
C 1.96 1.15 0.32
H -2.98 1.75 -0.28
H -3.45 -0.81 0.41
H -0.22 1.06 -1.03
H 0.24 -2.48 0.51
H 1.90 -1.85 -0.29
H 1.42 0.82 1.49
H 2.24 2.36 0.19
N -1.00 -0.87 0.10
N 1.36 -0.96 -0.47
N 2.20 0.22 -0.43
*
```

Atom charges from the natural (NBO) analysis, given in e for atoms 1 to 2:
1. C -0.3487
2. C -0.1269